Entry 1:
Formula: C5H15NO
Source: OMol25
Level of theory: ωB97M-V with the def2-TZVPD basis set

Summary:
Kohn-Sham gap   8.214 eV
Maximum force   0.3 eV/Å
DFT total energy   -8963.2545 eV
LUMO level   0.6 eV

Structure (ORCA input):
```
! wB97M-V def2-TZVPD RIJCOSX def2/J DEFGRID3
* xyz 0 1
C -0.44 -0.13 1.87
C -0.06 1.33 2.08
N -1.65 -0.15 0.85
O 0.51 -0.89 1.29
H 0.34 -0.68 0.12
H -0.82 -0.56 2.81
H -2.26 0.66 0.90
H -2.19 -1.00 0.96
H -0.87 1.91 2.55
H 0.21 1.80 1.13
H 0.81 1.36 2.73
C 0.10 -0.40 -1.30
C 0.81 0.93 -1.59
C 0.92 -1.61 -1.76
H -0.84 -0.41 -1.87
H -1.00 -0.24 -0.14
H 1.73 1.01 -1.00
H 0.19 1.79 -1.33
H 1.09 1.03 -2.64
H 0.39 -2.54 -1.58
H 1.87 -1.67 -1.22
H 1.16 -1.56 -2.83
*
```

=====

Entry 2:
Formula: C15H26F13N3OS
Source: OMol25
Level of theory: ωB97M-V with the def2-TZVPD basis set

Summary:
Kohn-Sham gap   1.899 eV
Maximum force   5.2 eV/Å
DFT total energy   -68647.3237 eV
LUMO level   -2.3 eV

Structure (ORCA input):
```
! wB97M-V def2-TZVPD RIJCOSX def2/J DEFGRID3
* xyz 0 1
C 4.48 0.25 1.50
C 4.99 0.36 0.00
C 4.86 -1.11 -0.64
C 4.13 1.33 -0.94
C 3.30 2.46 -0.16
N 1.87 2.00 -0.07
C 1.05 3.09 0.44
N 0.69 4.09 -0.39
N 0.64 3.02 1.82
C -0.84 3.09 1.99
C -1.54 1.68 1.62
C -3.14 1.85 1.53
F -3.36 2.71 0.43
F -3.58 2.45 2.72
C -3.74 0.37 1.31
F -3.38 -0.35 2.49
F -3.00 -0.20 0.27
C -5.32 0.31 1.14
F -5.81 -0.22 2.37
F -5.89 1.61 1.10
C -5.88 -0.67 0.02
F -5.24 -1.93 0.05
F -7.22 -0.97 0.41
S -6.00 0.00 -1.71
F -7.06 -1.25 -2.09
F -7.25 1.02 -1.36
F -4.83 1.14 -1.48
F -4.77 -1.05 -2.20
F -6.11 0.49 -3.29
H 5.11 -0.54 2.05
H 4.58 1.23 2.07
H 3.40 -0.16 1.53
H 6.07 0.72 -0.04
H 3.75 -1.38 -0.60
H 5.44 -1.90 -0.04
H 5.18 -1.12 -1.74
H 4.81 1.88 -1.68
H 3.44 0.66 -1.57
H 3.75 2.77 0.83
H 3.29 3.40 -0.82
H 1.80 1.19 0.57
H 0.48 3.86 -1.37
H 0.55 5.06 -0.06
H 0.94 2.12 2.23
H -1.05 3.26 3.10
H -1.27 3.96 1.40
H -1.08 1.39 0.61
H -1.22 0.88 2.37
C 1.16 -5.04 -2.50
C 2.44 -4.87 -1.65
C 2.03 -4.54 -0.20
O 3.12 -3.83 -2.14
H 0.54 -4.14 -2.51
H 1.41 -5.30 -3.53
H 0.55 -5.86 -2.10
H 2.92 -5.87 -1.61
H 1.44 -3.62 -0.13
H 2.91 -4.42 0.44
H 1.42 -5.35 0.22
*
```

=====

Entry 3:
Formula: C4H7ClN2
Source: OMol25
Level of theory: ωB97M-V with the def2-TZVPD basis set

Summary:
Kohn-Sham gap   8.893 eV
Maximum force   6.2 eV/Å
DFT total energy   -19758.9457 eV
LUMO level   0.7 eV

Structure (ORCA input):
```
! wB97M-V def2-TZVPD RIJCOSX def2/J DEFGRID3
* xyz 0 1
C -0.08 -0.50 1.66
C -0.11 0.61 0.55
C -0.23 0.58 -0.88
C -0.31 -0.35 -1.85
H -0.91 -0.14 2.54
H 1.07 -0.47 2.25
H -0.37 -1.86 1.57
H -0.19 1.74 -1.34
H -0.60 -0.07 -2.94
H 0.81 1.26 2.94
H 0.95 2.94 2.24
N 0.07 1.78 0.96
N 0.44 1.98 2.34
Cl 0.01 -1.87 -1.60
*
```

=====

Entry 4:
Formula: C35H74N5O7
Source: OMol25
Level of theory: ωB97M-V with the def2-TZVPD basis set

Summary:
Kohn-Sham gap (spin up / spin down)   8.661 / 8.654 eV
Maximum force   1.9 eV/Å
<S²>   0.754
DFT total energy   -59271.9274 eV
LUMO level (spin up / spin down)   0.6 / 0.6 eV

Structure (ORCA input):
```
! wB97M-V def2-TZVPD RIJCOSX def2/J DEFGRID3
* xyz 0 2
C -2.36 -0.03 -0.32
C -1.05 0.31 -1.04
C -0.04 0.60 0.09
C -0.69 -0.91 -1.89
C 0.40 -0.72 -2.97
C 1.77 -1.38 -2.68
C 2.27 -1.31 -1.24
C 3.72 -1.86 -1.20
C 4.75 -0.74 -1.42
N 5.18 -0.16 -0.16
C 6.48 -0.08 0.26
C 6.53 0.50 1.51
C 5.19 0.82 1.87
C 4.40 0.40 0.82
C 0.54 0.77 -3.36
C -0.78 1.51 -3.23
C -1.85 0.98 -4.20
C -0.52 2.97 -3.67
N -1.30 1.55 -1.83
O -1.02 2.62 -1.19
H -2.64 0.84 0.28
H -3.18 -0.19 -1.03
H -2.25 -0.89 0.33
H 0.83 1.14 -0.26
H 0.24 -0.36 0.51
H -0.55 1.13 0.88
H -0.45 -1.70 -1.19
H -1.59 -1.23 -2.40
H 0.03 -1.22 -3.87
H 2.50 -0.84 -3.28
H 1.81 -2.40 -3.03
H 2.33 -0.26 -0.95
H 1.64 -1.87 -0.57
H 3.80 -2.58 -2.01
H 3.90 -2.37 -0.25
H 5.63 -1.19 -1.85
H 4.31 0.00 -2.08
H 7.29 -0.43 -0.35
H 7.40 0.68 2.12
H 4.85 1.28 2.78
H 3.33 0.48 0.79
H 1.36 1.27 -2.85
H 0.78 0.79 -4.42
H -1.69 1.36 -5.20
H -2.81 1.32 -3.83
H -1.88 -0.11 -4.21
H -1.38 3.61 -3.47
H -0.35 2.95 -4.74
H 0.38 3.36 -3.21
C -0.04 1.57 6.35
O -0.84 0.46 6.73
C -2.23 0.75 6.82
C -3.00 -0.04 5.79
N -2.70 0.44 4.44
C -3.23 -0.41 3.38
C -2.63 -1.80 3.22
O -1.28 -1.81 2.81
C -0.32 -1.76 3.86
H 1.00 1.26 6.38
H -0.28 1.90 5.33
H -0.18 2.41 7.04
H -2.42 1.82 6.71
H -2.56 0.45 7.82
H -4.07 0.07 5.97
H -2.73 -1.10 5.91
H -1.70 0.50 4.33
H -3.06 0.12 2.44
H -4.31 -0.49 3.50
H -3.19 -2.30 2.42
H -2.77 -2.42 4.12
H -0.68 -2.26 4.76
H -0.05 -0.73 4.10
H 0.58 -2.27 3.51
C -8.41 5.09 6.26
O -7.33 5.68 5.56
C -6.06 5.40 6.14
C -5.21 4.58 5.19
N -5.74 3.23 5.05
C -5.11 2.45 3.98
C -5.33 2.91 2.55
O -6.67 2.80 2.10
C -7.49 3.92 2.34
H -9.33 5.42 5.78
H -8.37 3.99 6.22
H -8.43 5.41 7.31
H -6.16 4.89 7.10
H -5.57 6.36 6.32
H -4.19 4.53 5.57
H -5.19 5.12 4.23
H -6.74 3.30 4.86
H -5.50 1.43 4.07
H -4.04 2.39 4.18
H -4.74 2.24 1.91
H -4.94 3.92 2.37
H -6.92 4.85 2.32
H -8.01 3.84 3.30
H -8.25 3.96 1.56
C 6.55 -2.26 -8.16
O 6.05 -3.58 -8.28
C 6.96 -4.59 -7.84
C 6.39 -5.32 -6.64
N 6.36 -4.45 -5.47
C 5.63 -5.00 -4.33
C 4.13 -5.20 -4.48
O 3.40 -4.00 -4.61
C 3.24 -3.51 -5.93
H 5.80 -1.59 -8.58
H 6.71 -1.99 -7.11
H 7.48 -2.15 -8.71
H 7.94 -4.16 -7.61
H 7.08 -5.30 -8.66
H 7.02 -6.19 -6.42
H 5.39 -5.68 -6.92
H 5.93 -3.57 -5.74
H 5.79 -4.32 -3.49
H 6.09 -5.96 -4.06
H 3.77 -5.67 -3.56
H 3.88 -5.90 -5.30
H 3.20 -4.33 -6.66
H 4.05 -2.82 -6.21
H 2.31 -2.96 -5.97
*
```

=====

Entry 5:
Formula: C8H9BO3
Source: OMol25
Level of theory: ωB97M-V with the def2-TZVPD basis set

Summary:
Kohn-Sham gap   9.566 eV
Maximum force   5.0 eV/Å
SMILES   C=C(OB(O)O)c1ccccc1
DFT total energy   -15262.9537 eV
LUMO level   0.6 eV

Structure (ORCA input):
```
! wB97M-V def2-TZVPD RIJCOSX def2/J DEFGRID3
* xyz 0 1
C 0.95 2.27 -0.20
C 0.73 1.04 0.19
O 2.00 0.31 0.61
B 2.74 -0.39 -0.29
O 2.55 -0.37 -1.68
O 3.63 -1.28 0.23
C -0.57 0.33 0.26
C -1.56 0.77 -0.57
C -2.81 0.13 -0.60
C -2.98 -0.97 0.16
C -2.03 -1.48 1.00
C -0.77 -0.79 1.02
H 1.89 2.74 -0.04
H 0.15 2.97 -0.16
H 3.23 -0.95 -2.09
H 3.92 -1.46 1.16
H -1.34 1.61 -1.10
H -3.46 0.50 -1.29
H -4.01 -1.53 -0.02
H -2.26 -2.22 1.69
H 0.01 -1.22 1.70
*
```

=====

Entry 6:
Formula: C2HNO4
Source: OMol25
Level of theory: ωB97M-V with the def2-TZVPD basis set

Summary:
Kohn-Sham gap (spin up / spin down)   7.820 / 7.902 eV
Maximum force   3.1 eV/Å
SMILES   O=CN=O.O=C=O
DFT total energy   -11766.1254 eV
LUMO level (spin up / spin down)   -1.6 / -1.5 eV

Structure (ORCA input):
```
! wB97M-V def2-TZVPD RIJCOSX def2/J DEFGRID3
* xyz 0 1
O -0.79 -1.96 0.74
C -0.86 -1.21 -0.20
N -0.10 -0.62 -1.04
O 0.26 0.11 -1.86
H -1.87 -0.95 -0.57
O 0.63 2.38 1.59
C 1.11 1.55 0.97
O 1.62 0.70 0.36
*
```